Here is a structure of composition C37H45Br2Cl28F9NO3S at a distorted geometry from the Open Molecules 2025 dataset. Energies are from ωB97M-V/def2-TZVPD.

```
126
C37H45Br2Cl28F9NO3S ωB97M-V/def2-TZVPD
C -5.87 -1.96 1.84
C -4.90 -2.98 2.54
S -3.71 -2.24 3.74
C -3.15 -0.58 3.09
C -1.59 -0.45 2.73
Br -0.87 -1.60 4.23
C -1.30 1.12 3.15
F -2.33 2.04 3.00
Cl -0.46 1.19 4.75
C -0.31 1.57 1.96
C -0.02 3.07 1.72
C -0.86 4.01 0.81
C -0.05 4.52 -0.48
Br -2.63 3.48 0.17
C -0.84 0.62 0.82
C -0.34 0.85 -0.62
C 1.22 0.57 -0.86
C 1.61 1.48 -2.08
C 0.85 1.27 -3.31
C 1.05 2.04 -4.50
C 2.07 3.08 -4.45
C 2.81 3.26 -3.25
C 2.62 2.49 -2.04
N -1.08 -0.80 1.34
C -2.18 -1.50 0.60
C -1.82 -2.07 -0.83
O -2.84 -1.85 -1.81
C -4.05 -2.52 -1.48
C -4.61 -3.35 -2.73
F -3.88 -2.92 -3.81
F -4.36 -4.68 -2.45
C -6.14 -3.02 -2.86
F -6.23 -1.70 -3.22
F -6.70 -3.21 -1.61
C -6.97 -3.92 -3.87
F -7.80 -3.06 -4.57
F -7.80 -4.72 -3.15
C -6.14 -4.69 -4.94
F -5.55 -3.85 -5.86
F -7.06 -5.43 -5.68
C 0.14 -1.65 1.28
O 1.26 -1.10 1.99
C 2.01 -2.18 2.53
C 2.70 -3.20 1.56
O 2.19 -2.32 3.69
H -6.06 -1.02 2.41
H -6.81 -2.52 1.60
H -5.43 -1.69 0.85
H -4.32 -3.61 1.82
H -5.53 -3.69 3.12
H -3.33 0.06 4.00
H -3.85 -0.20 2.31
H 0.66 1.23 2.43
H 1.05 3.13 1.37
H 0.04 3.54 2.74
H -1.03 4.96 1.36
H -0.50 4.04 -1.39
H 1.02 4.20 -0.46
H -0.08 5.62 -0.59
H -1.92 0.94 0.77
H -0.43 1.96 -0.81
H -0.97 0.41 -1.43
H 1.35 -0.48 -1.22
H 1.82 0.81 0.04
H 0.07 0.48 -3.35
H 0.42 1.86 -5.40
H 2.20 3.70 -5.36
H 3.56 4.08 -3.24
H 3.20 2.67 -1.12
H -3.07 -0.85 0.42
H -2.45 -2.41 1.20
H -1.71 -3.19 -0.78
H -0.88 -1.70 -1.29
H -4.80 -1.73 -1.22
H -3.90 -3.25 -0.65
H -5.43 -5.45 -4.54
H -0.12 -2.66 1.70
H 0.53 -1.78 0.25
H 2.67 -2.81 0.52
H 3.74 -3.30 1.95
H 2.24 -4.21 1.67
C 6.48 -4.92 1.01
Cl 5.41 -5.77 2.14
Cl 6.97 -6.00 -0.30
Cl 5.69 -3.47 0.38
H 7.37 -4.62 1.56
C -1.58 -2.43 8.18
Cl -1.70 -0.78 8.79
Cl -2.16 -2.51 6.50
Cl 0.08 -3.02 8.28
H -2.21 -3.07 8.79
C 6.22 -4.84 -3.89
Cl 7.03 -3.56 -2.98
Cl 4.50 -4.87 -3.52
Cl 6.48 -4.63 -5.63
H 6.65 -5.79 -3.60
C 7.27 0.43 -4.28
Cl 6.76 -1.21 -4.69
Cl 5.89 1.53 -4.30
Cl 8.06 0.46 -2.70
H 7.98 0.77 -5.03
C 3.82 1.81 4.19
Cl 4.70 3.10 5.02
Cl 2.09 1.89 4.57
Cl 4.07 1.91 2.44
H 4.20 0.86 4.54
C 7.47 5.11 3.01
Cl 7.35 6.81 3.45
Cl 6.93 4.85 1.34
Cl 9.12 4.51 3.23
H 6.81 4.54 3.66
C 3.74 8.62 4.59
Cl 3.58 6.86 4.67
Cl 4.87 9.08 3.32
Cl 2.17 9.38 4.34
H 4.14 8.96 5.54
C -3.76 7.65 0.37
Cl -3.15 7.52 -1.28
Cl -5.26 6.75 0.55
Cl -2.55 7.08 1.53
H -3.96 8.70 0.58
C -3.21 -3.60 -8.14
Cl -1.66 -3.52 -7.29
Cl -3.40 -2.20 -9.20
Cl -3.33 -5.10 -9.07
H -4.00 -3.58 -7.41
```

For the HOMO energy, the calculation gives -11.186 eV. Its charge is +1. The molar mass comes out at 1907.3 Da.

Löwdin atomic charge list, values in e, 2 entries: atom 1 (C): -0.14, atom 2 (C): -0.51

---

Here is a structure of composition C37H45BrN15O2S5Sc from the Open Molecules 2025 dataset. Energies are from ωB97M-V/def2-TZVPD.

```
106
C37H45BrN15O2S5Sc ωB97M-V/def2-TZVPD
Sc -0.10 -0.70 -0.87
N -3.80 -0.81 -2.13
C -2.82 -0.73 -3.05
N -1.53 -0.78 -2.81
C -0.82 -0.60 -4.00
C -1.57 -0.41 -5.11
S -3.24 -0.48 -4.72
C 0.64 -0.57 -3.97
C 1.44 -0.68 -5.04
S 3.09 -0.57 -4.56
C 2.60 -0.42 -2.91
N 1.28 -0.42 -2.73
N 3.53 -0.29 -1.96
H -3.58 -1.20 -1.22
H -4.75 -0.84 -2.43
H -1.24 -0.23 -6.12
H 1.17 -0.83 -6.07
H 4.50 -0.37 -2.19
H 3.25 -0.23 -0.99
N -3.60 5.70 -1.50
C -4.12 4.51 -1.15
S -5.72 4.23 -0.94
C -3.14 3.39 -1.02
C -2.09 3.23 -1.93
C -1.26 2.13 -1.82
N -1.41 1.21 -0.87
C -2.41 1.37 0.01
C -3.29 2.43 -0.03
H -4.23 6.48 -1.59
H -2.62 5.88 -1.47
H -1.96 3.93 -2.75
H -0.46 1.97 -2.54
H -2.51 0.62 0.78
H -4.09 2.51 0.68
C 0.31 -2.47 2.47
C 0.24 -0.98 2.45
N 0.04 -0.20 1.41
C 0.12 1.11 1.87
C 0.35 1.10 3.20
N 0.42 -0.23 3.56
C 0.52 -0.71 4.92
N -0.66 -0.35 5.67
N -0.50 0.21 6.91
N -1.64 0.39 7.43
C -2.61 -0.04 6.55
C -4.00 -0.04 6.66
C -4.72 -0.51 5.59
C -4.08 -0.98 4.43
C -2.71 -1.00 4.30
C -1.98 -0.53 5.40
H 0.05 -2.87 1.49
H -0.40 -2.89 3.19
H 1.31 -2.81 2.73
H 0.03 1.96 1.21
H 0.46 1.90 3.92
H 1.36 -0.24 5.43
H 0.67 -1.79 4.90
H -4.48 0.34 7.56
H -5.80 -0.52 5.63
H -4.69 -1.31 3.59
H -2.24 -1.34 3.39
Br 5.07 -7.53 -0.19
C 3.95 -6.03 -0.35
C 2.81 -6.11 -1.15
C 1.99 -5.00 -1.26
C 2.29 -3.83 -0.58
C 3.44 -3.76 0.21
C 4.27 -4.86 0.33
C 1.42 -2.66 -0.69
O 0.27 -2.73 -1.26
O 1.75 -1.53 -0.20
H 2.59 -7.02 -1.68
H 1.11 -5.04 -1.89
H 3.67 -2.84 0.73
H 5.16 -4.82 0.95
C 5.80 2.93 -1.37
C 4.86 3.63 -0.40
N 3.82 4.38 -1.11
C 2.57 3.95 -1.32
S 2.02 2.42 -0.82
N 1.73 4.80 -1.95
C 2.02 6.17 -2.36
C 2.69 6.28 -3.72
H 6.56 2.38 -0.81
H 6.32 3.64 -2.02
H 5.25 2.23 -1.99
H 5.40 4.34 0.22
H 4.36 2.91 0.24
H 4.09 5.27 -1.49
H 0.83 4.42 -2.15
H 2.63 6.64 -1.59
H 1.08 6.71 -2.37
H 3.67 5.79 -3.74
H 2.84 7.32 -3.99
H 2.07 5.81 -4.49
C -3.48 -5.79 1.32
N -3.31 -4.35 1.25
C -2.51 -3.71 0.41
N -1.81 -4.42 -0.47
S -2.41 -2.00 0.50
H -4.00 -6.04 2.24
H -2.51 -6.29 1.34
H -4.07 -6.17 0.48
H -3.88 -3.76 1.84
H -1.87 -5.42 -0.51
H -1.06 -3.95 -0.98
```

For the energy above the lowest of the compared OMol25 structures with the same formula, charge and spin, the calculation gives 0.307 eV. For the HOMO energy, the calculation gives -12.429 eV. Its charge is +2. The molar mass comes out at 1017.1 Da.

Löwdin atomic charge list, values in e, 2 entries: atom 1 (Sc): 1.02, atom 2 (N): 0.11

---

Here is a structure of composition C37H45N3P2PtSi2 at a distorted geometry from the Open Molecules 2025 dataset. Energies are from ωB97M-V/def2-TZVPD.

```
90
C37H45N3P2PtSi2 ωB97M-V/def2-TZVPD
Pt 0.11 0.36 0.12
C -2.63 -1.66 1.06
Si -2.41 -1.75 -0.78
C -3.03 -3.38 -1.38
C -3.21 -0.38 -1.72
N -0.60 -1.44 -0.98
C 0.32 -2.16 -1.47
C 0.08 -3.42 -2.20
C 1.09 -4.10 -2.72
C 2.49 -3.63 -2.61
C 2.81 -2.51 -2.00
C 1.78 -1.67 -1.35
N 2.01 -0.59 -0.72
Si 3.72 0.14 -0.80
C 3.76 1.85 -0.10
C 4.84 -0.99 0.15
C 4.17 0.28 -2.60
H -3.69 -1.69 1.31
H -2.21 -0.74 1.47
H -2.15 -2.51 1.55
H -4.09 -3.44 -1.08
H -2.52 -4.23 -0.94
H -3.00 -3.47 -2.47
H -4.23 -0.22 -1.37
H -3.26 -0.63 -2.78
H -2.65 0.55 -1.63
H -0.93 -3.76 -2.32
H 0.89 -5.03 -3.25
H 3.27 -4.23 -3.07
H 3.85 -2.22 -1.94
H 4.62 1.93 0.57
H 2.87 2.13 0.45
H 3.90 2.59 -0.90
H 4.30 -1.54 0.91
H 5.62 -0.40 0.64
H 5.35 -1.72 -0.50
H 3.29 0.32 -3.25
H 4.79 -0.55 -2.95
H 4.74 1.20 -2.76
C 0.56 4.15 2.16
N 0.44 2.87 1.44
P 0.52 1.33 2.12
C -0.55 1.34 3.55
C 0.01 1.34 4.83
C -0.81 1.47 5.94
C -2.18 1.58 5.78
C -2.75 1.55 4.52
C -1.94 1.42 3.40
C 2.09 0.81 2.79
C 3.11 1.65 3.25
C 4.24 1.11 3.84
C 4.35 -0.26 4.01
C 3.33 -1.11 3.58
C 2.21 -0.57 2.96
P -0.58 2.53 0.12
C -2.21 3.15 0.51
C -2.42 4.50 0.83
C -3.69 4.95 1.14
C -4.77 4.07 1.12
C -4.57 2.74 0.79
C -3.30 2.28 0.49
C 0.02 3.41 -1.31
C 1.22 2.98 -1.88
C 1.73 3.61 -3.00
C 1.02 4.64 -3.59
C -0.21 5.03 -3.08
C -0.72 4.42 -1.94
H 1.36 4.07 2.90
H -0.36 4.42 2.68
H 0.84 4.93 1.46
H 1.08 1.24 4.96
H -0.37 1.48 6.93
H -2.81 1.68 6.66
H -3.82 1.62 4.40
H -2.38 1.38 2.42
H 3.02 2.73 3.15
H 5.02 1.76 4.19
H 5.23 -0.68 4.48
H 3.41 -2.18 3.73
H 1.41 -1.23 2.65
H -1.59 5.21 0.83
H -3.84 5.99 1.39
H -5.76 4.43 1.35
H -5.41 2.05 0.77
H -3.14 1.23 0.25
H 1.74 2.14 -1.45
H 2.67 3.29 -3.42
H 1.41 5.14 -4.47
H -0.78 5.81 -3.56
H -1.68 4.72 -1.56
```

For the HOMO energy (spin up / spin down), the calculation gives -14.031 / -14.031 eV. Its charge is +2. The molar mass comes out at 845.0 Da.

Löwdin atomic charge list, values in e, 2 entries: atom 1 (Pt): 0.80, atom 2 (C): -0.17

---

Here is a structure of composition C37H46BrNO2PPtS2 from the Open Molecules 2025 dataset. Energies are from ωB97M-V/def2-TZVPD.

```
91
C37H46BrNO2PPtS2 ωB97M-V/def2-TZVPD
Pt -0.31 -0.01 -2.31
N -2.10 -0.46 -3.24
C -2.42 -1.88 -3.44
C -3.64 -2.23 -4.00
C -3.94 -3.57 -4.19
C -3.02 -4.55 -3.82
C -1.81 -4.19 -3.26
C -1.50 -2.85 -3.07
P -0.01 -2.30 -2.21
C -0.03 -3.18 -0.64
C -1.06 -2.88 0.25
C -1.16 -3.57 1.45
C -0.24 -4.57 1.76
C 0.77 -4.88 0.86
C 0.88 -4.19 -0.34
C 1.44 -2.84 -3.13
C 1.33 -3.38 -4.41
C 2.47 -3.78 -5.10
C 3.72 -3.64 -4.51
C 3.83 -3.10 -3.24
C 2.70 -2.68 -2.55
H -2.89 0.01 -2.81
H -1.99 -0.03 -4.16
H -4.36 -1.46 -4.27
H -4.89 -3.85 -4.62
H -3.27 -5.59 -3.97
H -1.11 -4.96 -2.94
H -1.79 -2.11 0.01
H -1.96 -3.34 2.14
H -0.32 -5.10 2.69
H 1.48 -5.66 1.09
H 1.67 -4.45 -1.03
H 0.36 -3.50 -4.88
H 2.38 -4.20 -6.09
H 4.60 -3.97 -5.04
H 4.81 -3.00 -2.78
H 2.80 -2.26 -1.56
C -3.72 3.20 5.39
C -3.19 1.78 5.13
C -2.22 1.38 6.26
C -4.37 0.80 5.13
C -2.46 1.79 3.80
C -2.99 1.17 2.65
C -2.28 1.21 1.49
Br -3.01 0.36 -0.03
C -0.97 1.83 1.35
O -0.32 1.69 0.30
C -0.50 2.57 2.52
C -1.24 2.49 3.67
C 0.75 3.46 2.54
C 0.30 4.90 2.83
C 1.55 3.49 1.23
C 1.69 2.98 3.65
H -4.29 3.22 6.32
H -4.38 3.53 4.58
H -2.90 3.92 5.48
H -2.76 1.37 7.20
H -1.40 2.08 6.37
H -1.81 0.38 6.09
H -4.80 0.77 6.13
H -4.06 -0.21 4.87
H -5.16 1.12 4.45
H -3.94 0.67 2.69
H -0.88 3.01 4.55
H -0.37 5.27 2.05
H 1.17 5.56 2.88
H -0.23 4.98 3.79
H 0.95 3.83 0.39
H 1.96 2.51 0.99
H 2.37 4.19 1.37
H 1.24 3.06 4.64
H 2.59 3.60 3.65
H 1.99 1.94 3.49
S -0.96 3.39 -2.61
C -0.67 1.92 -2.50
C 4.68 2.54 -0.71
C 3.89 1.27 -0.98
S 2.36 1.61 -1.86
O 1.67 0.23 -1.81
C 2.97 1.78 -3.56
C 3.35 0.47 -4.22
H 5.58 2.28 -0.15
H 4.10 3.24 -0.11
H 5.00 3.03 -1.62
H 3.55 0.79 -0.06
H 4.45 0.54 -1.56
H 3.81 2.47 -3.49
H 2.17 2.29 -4.10
H 4.14 -0.05 -3.68
H 3.72 0.68 -5.23
H 2.50 -0.20 -4.30
```

As for the spin multiplicity: 2. For the energy above the lowest of the compared OMol25 structures with the same formula, charge and spin, the calculation gives 0.000 eV. For the HOMO energy (spin up / spin down), the calculation gives -12.700 / -13.757 eV. Its charge is +2. The molar mass comes out at 906.9 Da.

Löwdin atomic charge list, values in e, 2 entries: atom 1 (Pt): 0.92, atom 2 (N): -0.08